No. 1
Below is C28H52N2O2ScSi2 as an isolated structure, with properties calculated with wB97M-V/def2-TZVPD.

Last column: Mulliken charge in e.
Positions of all 87 atoms, in Å:
O -1.882 -2.728 -2.756  -0.172
O -4.424 -3.422 -1.367  0.040
C -1.285 -2.647 -4.056  -0.549
C 0.218 -2.857 -4.092  -0.896
H -1.520 -1.649 -4.450  0.438
H -1.791 -3.405 -4.678  0.359
H 0.766 -2.142 -3.454  -0.015
H 0.549 -2.690 -5.128  0.450
H 0.512 -3.871 -3.799  0.317
C -1.513 -3.933 -2.041  0.485
C -2.025 -5.216 -2.671  -1.445
H -1.955 -3.792 -1.044  -0.430
H -0.403 -3.945 -1.918  0.280
H -3.107 -5.161 -2.813  0.151
H -1.815 -6.075 -2.026  0.451
H -1.525 -5.396 -3.635  0.429
C -4.650 -3.358 0.042  0.110
C -5.312 -2.644 -2.169  -0.008
C -4.366 -4.725 0.631  -1.218
H -5.683 -3.023 0.259  0.548
H -3.955 -2.608 0.458  -0.196
H -5.073 -5.446 0.205  0.294
H -4.496 -4.687 1.716  0.418
H -3.349 -5.042 0.372  0.194
C -6.284 -3.534 -2.925  -1.388
H -4.652 -2.097 -2.856  0.003
H -5.859 -1.902 -1.562  0.399
H -5.744 -4.297 -3.495  0.278
H -6.883 -2.919 -3.606  0.424
H -6.953 -4.044 -2.220  0.307
H 0.149 -1.760 -0.199  -0.526
Sc 0.122 0.083 -0.715  -1.671
C -1.976 -0.600 -0.574  0.828
Si -2.811 1.074 -0.926  0.427
H -2.239 -1.341 -1.356  -0.680
H -2.353 -0.998 0.378  0.116
C -3.491 1.302 -2.663  -1.020
C -1.756 2.634 -0.670  -0.902
C -4.289 1.360 0.209  -1.244
C 1.262 -1.890 -0.385  0.371
Si 1.722 -2.775 1.220  0.248
H 1.808 -0.909 -0.488  0.394
H 1.389 -2.442 -1.316  0.457
C 2.315 -4.558 1.044  -1.101
C 0.031 -2.646 2.081  -0.666
C 3.014 -1.736 2.112  -0.987
H -4.802 0.413 0.427  0.289
H -5.031 2.046 -0.238  0.345
H -3.975 1.808 1.167  0.330
H -2.693 1.400 -3.418  0.286
H -4.080 2.236 -2.691  0.351
H -4.157 0.484 -2.979  0.246
H -0.891 2.733 -1.352  0.207
H -1.386 2.733 0.365  0.218
H -2.417 3.497 -0.872  0.496
H -0.175 -3.564 2.662  0.450
H -0.797 -2.533 1.356  0.030
H 0.017 -1.763 2.748  0.175
H 3.390 -2.242 3.007  0.375
H 2.595 -0.768 2.418  0.235
H 3.869 -1.536 1.454  0.355
H 2.702 -4.942 2.000  0.321
H 3.122 -4.650 0.303  0.364
H 1.501 -5.224 0.729  0.329
C 0.934 2.352 4.798  -0.514
C 0.077 1.377 4.280  -0.785
C -0.001 1.133 2.916  0.004
C 0.848 1.845 2.034  -0.201
C 1.729 2.823 2.531  -0.410
C 1.757 3.070 3.906  -0.574
N 0.784 1.518 0.678  1.015
N 1.867 1.756 -0.091  -0.669
C 1.777 1.891 -1.482  0.402
C 2.708 2.801 -2.077  -0.455
C 2.772 2.911 -3.465  -0.763
C 1.952 2.109 -4.282  -0.495
C 1.052 1.189 -3.706  -0.330
C 0.954 1.094 -2.331  1.176
H 0.992 2.560 5.866  0.409
H -0.541 0.808 4.965  0.423
H -0.677 0.398 2.497  0.699
H 2.369 3.353 1.823  0.479
H 2.421 3.842 4.296  0.398
H 3.376 3.352 -1.410  0.458
H 3.496 3.590 -3.938  0.373
H 2.004 2.190 -5.369  0.436
H 0.403 0.543 -4.310  0.418

HOMO energy   -11.21 eV
Total charge   +1
LUMO level   -0.184 Ha


No. 2
Below is a 5-piece molecular cluster, CH12O4S2 overall, with properties calculated with wB97M-V/def2-TZVPD.

Last column: natural (NBO) charge in e.
Positions of all 19 atoms, in Å:
C 2.234 -1.456 1.236  -0.746
S 1.503 -0.308 0.012  0.080
S 3.190 0.814 -0.321  -0.137
H 1.599 -2.310 1.490  0.238
H 3.151 -1.920 0.873  0.221
H 2.434 -0.951 2.178  0.219
H 2.886 1.927 0.339  0.125
O -1.148 -0.804 -2.309  -0.960
H -0.287 -1.145 -2.534  0.477
H -1.473 -1.389 -1.627  0.493
O -1.726 -1.517 0.751  -0.971
H -1.504 -0.608 0.508  0.494
H -2.229 -1.428 1.541  0.475
O -1.568 1.513 1.091  -0.991
H -1.535 2.200 1.759  0.470
H -1.195 1.891 0.265  0.501
O -1.456 1.972 -1.446  -0.991
H -1.909 2.359 -2.174  0.494
H -0.965 1.161 -1.629  0.511

HOMO energy   -9.08 eV
Energy relative to the best compared isomer or geometry (same formula, charge and spin)   11.9 kcal/mol
LUMO level   0.021 Ha
SMILES   CSS.O.O.O.O


No. 3
Below is a 10-piece molecular cluster, C83H53Br3F4O22 overall, with properties calculated with wB97M-V/def2-TZVPD.

Last column: Mulliken charge in e.
Positions of all 165 atoms, in Å:
O -7.376 -7.984 -7.857  -0.629
C -7.948 -6.943 -7.679  0.546
C -7.176 -5.673 -7.664  0.226
C -5.764 -5.715 -7.639  -0.697
C -5.037 -4.550 -7.621  -0.494
C -5.680 -3.317 -7.554  -0.338
C -7.077 -3.202 -7.599  -0.604
C -7.798 -4.347 -7.512  0.406
C -9.298 -4.330 -7.388  0.580
O -9.879 -3.329 -7.135  -0.587
C -10.090 -5.591 -7.688  0.279
C -11.468 -5.535 -7.938  -0.722
C -12.149 -6.750 -7.974  -0.222
C -11.569 -7.960 -7.857  -0.673
C -10.203 -8.038 -7.745  -0.501
C -9.411 -6.860 -7.631  0.240
H -5.252 -6.666 -7.620  0.440
H -3.957 -4.567 -7.653  0.391
H -5.115 -2.398 -7.505  0.388
H -7.459 -2.192 -7.621  0.408
H -12.046 -4.623 -7.980  0.419
H -13.201 -6.602 -8.167  0.348
H -12.330 -8.726 -7.851  0.378
H -9.820 -9.045 -7.673  0.416
O 4.456 4.197 -0.714  -0.612
C 4.070 3.085 -0.411  0.413
C 2.753 2.497 -0.868  0.313
C 2.128 3.126 -1.996  -0.604
C 0.910 2.696 -2.425  -0.487
C 0.222 1.699 -1.706  -0.400
C 0.803 1.087 -0.554  -0.615
C 2.098 1.435 -0.208  0.364
C 2.850 0.754 0.959  0.370
O 2.351 -0.139 1.629  -0.658
C 4.335 1.052 1.136  0.270
C 5.153 0.194 1.849  -0.253
C 6.513 0.424 2.034  -0.765
C 7.003 1.630 1.546  -0.342
C 6.241 2.518 0.712  -0.812
C 4.875 2.132 0.459  0.516
H 2.646 3.991 -2.385  0.430
H 0.452 3.195 -3.266  0.386
H -0.779 1.447 -2.024  0.393
H 0.358 0.191 -0.145  0.417
H 4.641 -0.644 2.299  0.470
H 7.029 -0.324 2.617  0.413
H 8.034 1.947 1.600  0.352
H 6.729 3.307 0.159  0.444
O -7.085 5.682 -3.792  -0.620
C -7.168 6.367 -4.793  0.475
C -6.223 7.454 -5.052  0.172
C -5.050 7.469 -4.326  -0.415
C -3.980 8.412 -4.566  -0.733
C -4.176 9.299 -5.614  -0.307
C -5.276 9.255 -6.363  -0.597
C -6.302 8.365 -6.111  0.701
C -7.480 8.311 -7.108  0.330
O -7.612 9.240 -7.927  -0.641
C -8.363 7.062 -6.931  0.217
C -9.310 6.821 -7.919  -0.663
C -10.110 5.698 -7.871  -0.510
C -9.871 4.661 -6.938  -0.514
C -8.960 4.931 -5.906  -0.483
C -8.188 6.123 -5.900  0.310
H -4.819 6.791 -3.518  0.409
H -3.107 8.454 -3.931  0.415
H -3.499 10.127 -5.763  0.366
H -5.328 9.919 -7.213  0.421
H -9.389 7.602 -8.662  0.462
H -10.817 5.532 -8.671  0.363
H -10.414 3.727 -6.937  0.399
H -8.852 4.212 -5.107  0.443
O 4.382 0.286 10.025  -0.666
C 4.510 1.344 10.699  0.491
C 3.765 2.587 10.253  0.217
C 3.058 2.601 9.066  -0.518
C 2.344 3.662 8.639  -0.537
C 2.398 4.871 9.353  -0.586
C 3.198 4.903 10.520  -0.264
C 3.781 3.797 11.031  0.298
C 4.469 3.792 12.436  0.383
O 4.511 4.843 13.123  -0.648
C 5.248 2.534 12.824  0.549
C 6.069 2.488 14.017  -0.744
C 6.835 1.412 14.322  -0.412
C 6.701 0.299 13.569  -0.546
C 5.930 0.317 12.452  -0.411
C 5.245 1.391 11.957  0.194
H 2.878 1.696 8.505  0.389
H 1.650 3.562 7.817  0.416
H 1.931 5.788 9.026  0.395
H 3.469 5.872 10.911  0.382
H 6.174 3.407 14.575  0.423
H 7.517 1.262 15.146  0.393
H 7.305 -0.575 13.760  0.373
H 5.888 -0.614 11.907  0.431
O -5.387 -6.918 0.463  -0.677
C -6.521 -6.673 0.022  0.346
C -7.238 -7.855 -0.619  0.519
C -6.594 -9.087 -0.773  -0.378
C -7.183 -10.133 -1.424  -0.535
C -8.577 -9.970 -1.761  -0.516
C -9.252 -8.762 -1.650  -0.799
C -8.609 -7.673 -1.051  0.451
C -9.369 -6.407 -0.942  0.381
O -10.519 -6.289 -1.372  -0.628
C -8.481 -5.199 -0.594  0.039
C -8.979 -3.920 -0.752  -0.466
C -8.207 -2.789 -0.401  -0.610
C -6.901 -2.985 0.014  -0.469
C -6.411 -4.245 0.195  -0.418
C -7.160 -5.323 -0.132  0.421
H -5.528 -9.152 -0.611  0.397
H -6.570 -11.023 -1.434  0.409
H -8.937 -10.911 -2.152  0.357
H -10.263 -8.666 -2.018  0.471
H -9.984 -3.797 -1.125  0.468
H -8.701 -1.841 -0.555  0.397
H -6.305 -2.119 0.263  0.387
H -5.403 -4.267 0.583  0.453
O 10.779 6.849 -4.206  -0.571
C 10.001 7.744 -4.554  0.746
O 10.208 9.056 -4.658  -0.353
C 9.166 9.724 -5.374  -0.271
C 8.165 8.648 -5.442  0.316
F 7.660 8.529 -6.650  -0.288
O 8.854 7.493 -5.064  -0.295
H 8.760 10.606 -4.879  0.255
H 9.538 10.045 -6.346  0.248
H 7.222 8.739 -4.903  0.215
O 8.802 -6.424 3.359  -0.581
C 9.806 -7.018 2.791  0.685
O 10.787 -6.470 2.101  -0.320
C 11.799 -7.351 1.715  -0.372
C 11.513 -8.439 2.723  0.268
F 12.188 -8.086 3.816  -0.281
O 10.179 -8.289 3.081  -0.301
H 11.668 -7.615 0.666  0.304
H 12.732 -6.827 1.923  0.256
H 11.879 -9.406 2.378  0.341
O 11.432 4.827 10.759  -0.520
C 11.306 3.894 10.011  0.653
O 11.551 2.649 10.382  -0.320
C 11.788 1.847 9.264  -0.389
C 10.912 2.606 8.211  0.294
F 9.732 2.017 8.188  -0.275
O 10.868 3.911 8.717  -0.291
H 12.841 1.976 9.012  0.288
H 11.542 0.798 9.429  0.280
H 11.210 2.558 7.163  0.278
O 1.013 -6.459 -3.104  -0.472
C 1.458 -6.590 -2.014  0.588
O 0.725 -7.094 -0.940  -0.296
C 1.589 -7.369 0.082  -0.357
C 2.964 -6.839 -0.368  0.313
F 3.790 -7.877 -0.398  -0.295
O 2.789 -6.418 -1.673  -0.308
H 1.413 -6.902 1.051  0.307
H 1.734 -8.447 0.142  0.251
H 3.293 -6.068 0.329  0.269
Br 6.063 11.216 3.980  -0.020
C 6.887 9.571 3.139  -0.319
Br 6.220 7.964 3.987  0.020
Br 8.939 9.659 3.169  -0.038
H 6.682 9.472 2.073  0.356

HOMO energy   -9.51 eV
LUMO level   -0.042 Ha
SMILES   O=C1c2ccccc2C(=O)c2ccccc21.O=C1c2ccccc2C(=O)c2ccccc21.O=C1c2ccccc2C(=O)c2ccccc21.O=C1c2ccccc2C(=O)c2ccccc21.O=C1c2ccccc2C(=O)c2ccccc21.O=C1OC[C@@H](F)O1.O=C1OC[C@@H](F)O1.O=C1OC[C@@H](F)O1.O=C1OC[C@@H](F)O1.BrC(Br)Br